Below is a structure of composition C17H32N3O7PRhTe in a non-equilibrium geometry, with properties calculated with wB97M-V/def2-TZVPD.

Last column: Mulliken charge in e.
Atoms and positions in Å:
Rh 0.1639 0.2915 0.1574  0.92
N -0.0640 0.3490 2.2819  -0.38
C 1.1055 -0.1587 3.0126  -0.33
C 2.3602 0.5920 2.5649  -0.51
C 2.9619 0.0046 1.2895  0.55
O 4.0763 -0.5010 1.3186  -0.75
O 2.2232 0.0864 0.2366  -0.62
H -0.2434 1.3207 2.5152  0.26
H -0.9155 -0.1944 2.4477  0.18
H 1.1916 -1.2257 2.8010  0.07
H 0.9670 -0.0440 4.0913  0.42
H 3.1235 0.5609 3.3404  0.37
H 2.0955 1.6359 2.3664  0.13
C -1.4646 0.0473 -3.8264  -1.93
C -1.1538 0.1189 -2.3649  0.31
N 0.0463 0.0235 -1.9097  0.57
O 1.0646 -0.2467 -2.7987  -0.64
C -2.1957 0.3064 -1.3799  0.51
C -3.6099 0.6563 -1.6975  -1.77
N -1.7950 0.1760 -0.1268  1.20
O -2.5943 0.2735 0.8337  -0.81
H -0.6499 -0.4363 -4.3586  0.48
H -1.5779 1.0583 -4.2234  0.43
H -2.3911 -0.4988 -3.9972  0.36
H 1.8144 -0.4043 -2.2021  0.39
H -3.6659 1.2278 -2.6245  0.44
H -3.9992 1.2528 -0.8719  0.40
H -4.2523 -0.2246 -1.7877  0.27
C 1.6140 5.3689 0.6072  -1.65
C 0.2552 4.9099 0.0600  1.95
C -0.8695 5.4921 0.9250  -1.57
C 0.0960 5.3926 -1.3866  -1.65
C 0.1945 3.4373 0.0939  -0.29
C 0.1554 2.2277 0.1163  -0.57
H 1.6911 6.4599 0.5775  0.40
H 2.4248 4.9422 0.0162  0.37
H 1.7388 5.0379 1.6390  0.34
H -0.8522 6.5854 0.8904  0.39
H -0.7534 5.1749 1.9621  0.36
H -1.8411 5.1452 0.5717  0.39
H 0.1341 6.4849 -1.4315  0.39
H -0.8581 5.0583 -1.7964  0.35
H 0.8936 4.9882 -2.0108  0.37
C -1.1633 -3.4716 -2.3834  -0.71
C -0.4065 -4.3097 -1.3764  -0.38
O -0.9907 -4.1848 -0.0720  -0.24
P -0.4115 -3.0862 0.9673  -0.42
O 0.2119 -1.9434 0.2076  -0.15
Te -2.0342 -2.9451 2.6735  -0.40
O 0.8945 -3.8220 1.5790  -0.17
C 0.8484 -5.1580 2.0702  -0.33
C 2.1469 -5.8405 1.6897  -1.20
H -0.7590 -3.6226 -3.3868  0.41
H -1.0693 -2.4221 -2.1173  -0.16
H -2.2204 -3.7424 -2.3801  0.34
H 0.6460 -4.0176 -1.3447  0.29
H -0.4679 -5.3706 -1.6266  0.37
H -0.0105 -5.6815 1.6458  0.34
H 0.7204 -5.1265 3.1547  0.36
H 2.2346 -5.9044 0.6043  0.27
H 2.1943 -6.8452 2.1135  0.38
H 2.9918 -5.2586 2.0595  0.28

Calculated values
Total charge = -1
E_HOMO = -0.1598 hartree
E = -2077.9434 Eh
Lowest unoccupied orbital energy = 2.60 eV
Energy above the lowest of the compared OMol25 structures with the same formula, charge and spin = 0.0 kcal per mole
Kohn-Sham gap = 6.95 eV